Entry 1:
ORCA calculation (ωB97M-V/def2-TZVPD) on a molecular structure, C3H14N2O3 at a distorted geometry.

```
22
Properties=species:S:1:pos:R:3:lowdin_charge:R:1
C -1.828 2.369 0.047 -0.08
C -0.986 1.641 -1.019 -0.27
N -1.248 0.213 -0.951 -0.05
C -0.303 -0.593 -1.651 -0.43
N -0.238 -1.867 -1.506 0.11
H -2.083 1.742 0.896 0.07
H -1.400 3.293 0.426 0.07
H -2.750 2.672 -0.442 0.06
H 0.078 1.799 -0.859 0.09
H -1.276 2.146 -1.952 0.11
H -2.175 -0.102 -1.211 0.14
H 0.142 -0.021 -2.488 0.14
H 0.500 -0.998 -0.834 0.16
H -1.073 -0.976 1.098 0.03
H -0.266 -2.054 0.485 -0.01
O -0.658 -1.816 1.342 -0.08
H 2.516 -2.005 2.109 0.05
H 1.105 -1.500 2.074 0.00
O 2.009 -1.199 2.264 -0.07
H 2.234 0.665 1.163 0.00
H 2.499 0.711 -0.312 0.02
O 2.380 1.298 0.442 -0.06
```

Computed properties:
M = 126.16 g/mol
energy relative to the best compared isomer or geometry (same formula, charge and spin) = 92.27 kcal/mol
electronic energy = -457.79207 hartree
E_HOMO = -9.35 eV
lowest unoccupied orbital energy = 0.0041 hartree



Entry 2:
ORCA calculation (ωB97M-V/def2-TZVPD) on 3 unconnected molecules or ions with the total composition C3H14NO2S2 at a distorted geometry.

```
22
Properties=species:S:1:pos:R:3:nbo_charge:R:1
N 0.312 0.694 -2.079 -0.69
C 0.370 -0.423 -1.080 -0.25
C 0.082 0.041 0.331 -0.57
S -1.663 0.535 0.430 0.09
S -2.847 -1.137 0.209 0.11
C -1.885 -2.611 0.564 -0.76
H 0.938 1.498 -1.942 0.46
H -0.601 1.140 -1.954 0.46
H 0.391 0.250 -2.992 0.44
H 1.300 -0.997 -1.151 0.23
H -0.334 -1.150 -1.489 0.23
H 0.610 -0.488 1.122 0.28
H 0.504 1.033 0.457 0.24
H -2.500 -3.488 0.390 0.27
H -1.408 -2.598 1.545 0.23
H -1.024 -2.745 -0.104 0.20
H 0.242 3.279 -0.072 0.50
H -0.176 3.961 -1.427 0.51
O 0.025 3.122 -1.002 -1.00
H 3.171 0.201 2.982 0.47
H 2.216 -0.434 3.935 0.48
O 2.277 0.316 3.328 -0.94
```

Computed properties:
M = 160.28 g/mol
energy relative to the best compared isomer or geometry (same formula, charge and spin) = 29.14 kcal/mol
electronic energy = -1124.04900 hartree
E_HOMO = -11.32 eV
total charge = +1
lowest unoccupied orbital energy = -0.1156 hartree



Entry 3:
ORCA calculation (ωB97M-V/def2-TZVPD) on 3 unconnected molecules or ions with the total composition C3H14NO3 at a distorted geometry.

```
21
Properties=species:S:1:pos:R:3:nbo_charge:R:1
C 0.701 -0.645 -1.489 -0.23
C 0.835 -1.808 -0.542 -0.45
C 1.446 -1.398 0.785 -0.06
O 0.427 -0.641 1.449 -0.78
N -0.203 0.444 -0.995 -0.69
H 0.327 -0.951 -2.466 0.23
H 1.675 -0.233 -1.739 0.23
H -0.128 -2.248 -0.279 0.23
H 1.460 -2.566 -1.012 0.25
H 1.771 -2.227 1.411 0.20
H 2.300 -0.721 0.659 0.17
H 0.379 -0.669 2.408 0.50
H 0.246 1.085 -0.327 0.48
H -1.000 0.071 -0.474 0.47
H -0.595 0.952 -1.783 0.43
H -0.500 3.340 0.003 0.48
H -0.673 2.791 1.431 0.49
O -0.109 2.740 0.655 -0.95
H -3.052 0.193 0.586 0.49
H -2.869 1.550 1.170 0.49
O -2.436 0.940 0.549 -0.97
```

Computed properties:
M = 112.15 g/mol
energy relative to the best compared isomer or geometry (same formula, charge and spin) = 8.58 kcal/mol
electronic energy = -402.94292 hartree
E_HOMO = -14.18 eV
total charge = +1
lowest unoccupied orbital energy = -0.1128 hartree



Entry 4:
ORCA calculation (ωB97M-V/def2-TZVPD) on 3 unconnected molecules or ions with the total composition C3H14NO3 at a distorted geometry.

```
21
Properties=species:S:1:pos:R:3:nbo_charge:R:1
C -0.308 1.088 1.644 -0.09
O -1.728 1.009 1.666 -0.74
C 0.226 0.260 0.507 -0.07
C 1.737 0.104 0.694 -0.65
N -0.356 -1.126 0.786 -0.68
H 0.071 2.113 1.592 0.21
H 0.053 0.743 2.624 0.18
H -2.144 1.871 1.756 0.50
H -0.089 0.574 -0.477 0.25
H 2.295 0.111 -0.233 0.25
H 2.002 -0.783 1.264 0.22
H 2.148 0.994 1.172 0.25
H -1.320 -1.196 0.438 0.48
H 0.228 -1.803 0.295 0.44
H -0.189 -1.302 1.781 0.43
H -1.942 -2.022 -2.397 0.50
H -2.140 -0.796 -1.571 0.48
O -1.672 -1.644 -1.545 -0.97
H 1.264 1.305 -3.029 0.48
H 1.085 0.024 -3.880 0.49
O 0.779 0.476 -3.088 -0.96
```

Computed properties:
M = 112.15 g/mol
energy relative to the best compared isomer or geometry (same formula, charge and spin) = 15.42 kcal/mol
electronic energy = -402.93202 hartree
E_HOMO = -14.82 eV
total charge = +1
lowest unoccupied orbital energy = -0.1039 hartree



Entry 5:
ORCA calculation (ωB97M-V/def2-TZVPD) on 5 unconnected molecules or ions with the total composition C3H14NO6 at a distorted geometry.

```
24
Properties=species:S:1:pos:R:3:nbo_charge:R:1
C 0.758 -2.744 0.261 -0.20
N 0.138 -1.974 1.303 -0.68
C -0.845 -1.034 1.028 0.88
O -1.286 -0.999 -0.138 -0.79
O -1.160 -0.253 1.991 -0.84
C 1.650 -1.927 -0.697 -0.62
H 1.397 -3.491 0.713 0.17
H 0.086 -3.316 -0.367 0.19
H 0.581 -2.004 2.200 0.38
H 1.284 -0.947 -1.007 0.24
H 1.787 -2.496 -1.616 0.19
H 2.649 -1.783 -0.279 0.18
H -1.107 2.005 -0.361 0.50
H -1.512 0.589 -0.883 0.52
O -1.266 1.501 -1.181 -1.04
H -0.051 1.252 -2.388 0.51
H 0.931 1.943 -3.334 0.45
O 0.688 1.064 -3.018 -0.99
H -0.746 1.242 1.549 0.52
H -1.060 2.811 1.961 0.47
O -0.646 2.215 1.340 -1.04
H 1.438 2.587 0.857 0.48
H 1.287 1.897 -0.485 0.48
O 1.791 2.592 -0.044 -0.97
```

Computed properties:
M = 160.15 g/mol
energy relative to the best compared isomer or geometry (same formula, charge and spin) = 7.21 kcal/mol
electronic energy = -629.02783 hartree
E_HOMO = -5.38 eV
total charge = -1
lowest unoccupied orbital energy = 0.1321 hartree



Entry 6:
ORCA calculation (ωB97M-V/def2-TZVPD) on 4 unconnected molecules or ions with the total composition C3H14O3S at a distorted geometry.

```
21
Properties=species:S:1:pos:R:3:nbo_charge:R:1
C 2.576 -0.799 1.531 -0.61
C 1.369 -0.447 0.687 -0.42
C 0.499 0.588 1.452 -0.50
S 1.089 2.298 1.228 -0.06
H 3.248 -1.459 0.979 0.21
H 3.099 0.103 1.848 0.21
H 2.360 -1.324 2.465 0.20
H 0.763 -1.295 0.377 0.21
H 1.624 0.066 -0.243 0.23
H -0.571 0.513 1.287 0.21
H 0.757 0.478 2.507 0.20
H 0.261 2.801 2.158 0.12
H -2.808 -3.226 -0.940 0.47
H -2.961 -3.008 0.515 0.48
O -3.221 -2.614 -0.330 -0.95
H -3.774 0.025 -2.427 0.47
H -3.107 -1.173 -1.743 0.49
O -3.042 -0.551 -2.491 -0.96
H -0.051 -0.412 -2.911 0.48
H 1.154 0.361 -3.371 0.47
O 0.751 0.028 -2.593 -0.94
```

Computed properties:
M = 130.21 g/mol
energy relative to the best compared isomer or geometry (same formula, charge and spin) = 17.21 kcal/mol
electronic energy = -746.58046 hartree
E_HOMO = -8.60 eV
lowest unoccupied orbital energy = 0.0135 hartree



Entry 7:
ORCA calculation (ωB97M-V/def2-TZVPD) on 4 unconnected molecules or ions with the total composition C3H14O3S2 at a distorted geometry.

```
22
Properties=species:S:1:pos:R:3:nbo_charge:R:1
C -0.651 -0.941 -1.442 -0.62
C -1.197 -1.656 -0.175 -0.57
S -0.622 -1.105 1.427 0.08
S -1.211 0.817 1.604 0.06
C 0.367 1.738 1.465 -0.73
H -0.875 0.123 -1.399 0.22
H -1.152 -1.337 -2.325 0.22
H 0.429 -1.064 -1.530 0.21
H -2.275 -1.752 -0.266 0.21
H -0.873 -2.694 -0.329 0.23
H 0.164 2.790 1.359 0.23
H 0.959 1.596 2.362 0.22
H 0.861 1.412 0.557 0.24
H 2.322 -1.351 1.638 0.48
H 3.637 -0.909 2.145 0.47
O 3.136 -0.932 1.319 -0.95
H 2.848 0.717 -1.809 0.47
H 2.359 0.401 -0.400 0.49
O 2.214 1.001 -1.138 -0.96
H -3.051 0.463 -0.706 0.47
H -4.033 1.607 -0.954 0.47
O -3.356 1.074 -1.405 -0.94
```

Computed properties:
M = 162.28 g/mol
energy relative to the best compared isomer or geometry (same formula, charge and spin) = 6.16 kcal/mol
electronic energy = -1144.78551 hartree
E_HOMO = -8.75 eV
lowest unoccupied orbital energy = 0.0167 hartree



Entry 8:
ORCA calculation (ωB97M-V/def2-TZVPD) on 5 unconnected molecules or ions with the total composition C3H14O4 at a distorted geometry.

```
21
Properties=species:S:1:pos:R:3:mulliken_spin:R:1
C -0.066 0.820 -1.160 0.29
C 1.132 0.449 -1.987 0.31
C 0.972 0.076 -3.248 0.03
H -0.854 1.285 -1.722 0.02
H 0.134 1.569 -0.412 -0.18
H -0.393 0.015 -0.511 0.20
H 2.086 0.669 -1.525 -0.07
H 1.770 -0.108 -3.958 -0.13
H -0.009 -0.092 -3.671 -0.10
H -0.162 -3.193 -0.993 0.08
H 0.345 -2.050 -1.801 -0.13
O -0.248 -2.222 -1.047 0.12
H -1.133 -0.939 1.505 0.01
H -2.374 -0.389 1.057 0.05
O -1.617 -0.095 1.595 0.22
H 0.810 -0.086 1.451 -0.01
H 1.324 -1.245 0.436 0.08
O 1.516 -0.678 1.191 0.03
H -1.492 2.273 2.691 -0.01
H -1.153 1.219 3.730 -0.02
O -1.087 2.160 3.556 0.21
```

Computed properties:
M = 114.14 g/mol
energy relative to the best compared isomer or geometry (same formula, charge and spin) = 12.78 kcal/mol
electronic energy = -423.59212 hartree
2S+1 = 2
E_HOMO (spin up / spin down) = 0.56 / -6.74 eV
total charge = -1
lowest unoccupied orbital energy (spin up / spin down) = 0.1309 / 0.1295 hartree